A cluster of 13 separate species, C24H73N12O13 in total. Source: the OMol25 dataset; level of theory: the ωB97M-V functional and the def2-TZVPD basis.

Molar mass   737.92 g/mol
Frontier orbital gap   8.584 eV
Relative energy (zero: lowest compared OMol25 entry of this formula, charge and spin)   0.0 kJ/mol
LUMO   1.8 eV
Charge   -1

Each atom is followed by the atoms it is bonded to, with distances in Å.
Geometry (Å):
1 C 11.2642 1.7600 -13.8634  C2 1.520, H5 1.093, H6 1.090, H7 1.093
2 C 10.8530 0.7811 -12.7754  C1 1.520, C3 1.563, O4 1.381, H8 1.107
3 C 9.4449 0.1992 -13.1246  C2 1.563, H9 1.091, H10 1.094, H11 1.092
4 O 11.8242 -0.1542 -12.4787  C2 1.381
5 H 11.4119 1.3453 -14.8634  C1 1.093
6 H 12.2333 2.1990 -13.6248  C1 1.090
7 H 10.5285 2.5609 -13.9684  C1 1.093
8 H 10.5937 1.3861 -11.8857  C2 1.107
9 H 9.1085 -0.5467 -12.4024  C3 1.091
10 H 9.5258 -0.2440 -14.1219  C3 1.094
11 H 8.6684 0.9669 -13.1253  C3 1.092
12 C 13.7618 -1.2796 -15.6194  O13 1.226, N14 1.360, N15 1.353
13 O 14.4368 -1.5950 -16.5930  C12 1.226
14 N 14.2655 -1.0962 -14.3700  C12 1.360, H16 1.004, H17 1.011
15 N 12.4730 -0.8706 -15.6751  C12 1.353, H18 1.010, H19 1.003
16 H 15.1680 -1.4894 -14.1712  N14 1.004
17 H 13.6706 -0.8267 -13.5984  N14 1.011
18 H 11.9566 -0.8263 -14.8082  N15 1.010
19 H 11.9976 -1.0786 -16.5335  N15 1.003
20 C 8.7629 -2.3561 -16.0555  O21 1.229, N22 1.342, N23 1.359
21 O 7.8284 -2.3895 -15.2575  C20 1.229
22 N 9.5412 -3.4149 -16.3257  C20 1.342, H24 1.005, H25 1.004
23 N 9.1608 -1.2265 -16.6973  C20 1.359, H26 1.003, H27 1.003
24 H 9.4063 -4.3020 -15.8740  N22 1.005
25 H 10.3132 -3.2887 -16.9550  N22 1.004
26 H 8.6703 -0.3538 -16.6300  N23 1.003
27 H 9.9562 -1.2650 -17.3072  N23 1.003
28 C 11.3760 -3.7408 -12.3436  O29 1.233, N30 1.361, N31 1.345
29 O 11.1985 -4.9427 -12.5514  C28 1.233
30 N 12.0135 -3.1752 -11.2818  C28 1.361, H32 1.012, H33 1.005
31 N 10.9011 -2.8109 -13.1913  C28 1.345, H34 1.006, H35 1.022
32 H 12.3008 -2.2244 -11.4748  N30 1.012
33 H 12.4897 -3.7965 -10.6517  N30 1.005
34 H 10.3627 -3.0278 -14.0126  N31 1.006
35 H 11.1070 -1.8154 -13.0809  N31 1.022
36 C 11.3586 -0.0312 -8.6837  O37 1.228, N38 1.360, N39 1.367
37 O 11.5740 -0.0354 -7.4746  C36 1.228
38 N 12.3136 -0.1628 -9.6429  C36 1.360, H40 1.023, H41 1.005
39 N 10.1293 0.0438 -9.2778  C36 1.367, H42 1.005, H43 1.007
40 H 12.0524 -0.1570 -10.6321  N38 1.023
41 H 13.2363 -0.0957 -9.2507  N38 1.005
42 H 9.3545 -0.2933 -8.7331  N39 1.005
43 H 10.1814 -0.0946 -10.2734  N39 1.007
44 C 7.9120 -3.4128 -10.4750  O45 1.234, N46 1.348, N47 1.363
45 O 6.9623 -3.8963 -9.8533  C44 1.234
46 N 9.1157 -3.0928 -9.9609  C44 1.348, H48 1.007, H49 1.006
47 N 7.8164 -3.0857 -11.7949  C44 1.363, H50 1.006, H51 1.005
48 H 9.1700 -3.2003 -8.9614  N46 1.007
49 H 9.9155 -2.8368 -10.5151  N46 1.006
50 H 8.6507 -2.9342 -12.3370  N47 1.006
51 H 6.9676 -3.3402 -12.2694  N47 1.005
52 C 15.3755 1.1973 -11.7928  O53 1.236, N54 1.323, N55 1.347
53 O 16.3991 1.7193 -11.3375  C52 1.236
54 N 14.7359 0.1581 -11.2805  C52 1.323, H56 1.005, H57 1.011
55 N 14.6523 1.7244 -12.8003  C52 1.347, H58 1.001, H59 1.007
56 H 15.1737 -0.2904 -10.4947  N54 1.005
57 H 13.7361 0.2035 -11.4258  N54 1.011
58 H 14.8777 2.5820 -13.2655  N55 1.001
59 H 13.8090 1.2367 -13.0554  N55 1.007
60 C 8.2257 3.6097 -10.9747  C61 1.510, H63 1.092, H64 1.093, H65 1.087
61 C 8.4937 4.3683 -12.2530  C60 1.510, O62 1.415, H66 1.095, H67 1.096
62 O 7.3048 4.9474 -12.7563  C61 1.415, H68 0.960
63 H 9.1367 3.0397 -10.7817  C60 1.092
64 H 7.4503 2.8593 -11.1473  C60 1.093
65 H 7.9003 4.2257 -10.1399  C60 1.087
66 H 8.9153 3.7096 -13.0200  C61 1.095
67 H 9.2380 5.1499 -12.0619  C61 1.096
68 H 7.4781 5.4712 -13.5420  O62 0.960
69 C 13.4075 3.2628 -8.5578  C70 1.546, H72 1.090, H73 1.092, H74 1.093
70 C 12.2498 3.6914 -9.4877  C69 1.546, O71 1.421, H75 1.092, H76 1.093
71 O 11.6289 4.8707 -8.9951  C70 1.421, H77 0.958
72 H 13.1207 2.8142 -7.6063  C69 1.090
73 H 14.0664 4.0875 -8.2796  C69 1.092
74 H 14.0470 2.5567 -9.0926  C69 1.093
75 H 11.5441 2.8687 -9.6173  C70 1.092
76 H 12.7330 3.9297 -10.4392  C70 1.093
77 H 11.5814 5.5265 -9.6917  O71 0.958
78 C 6.1524 -0.1735 -11.4186  C79 1.511, H81 1.095, H82 1.094, H83 1.090
79 C 5.0870 -0.9349 -10.6649  C78 1.511, O80 1.417, H84 1.093, H85 1.092
80 O 4.6240 -0.2399 -9.5199  C79 1.417, H86 0.963
81 H 7.1063 -0.2423 -10.8846  C78 1.095
82 H 5.9224 0.8962 -11.4305  C78 1.094
83 H 6.3656 -0.4639 -12.4473  C78 1.090
84 H 5.4734 -1.9305 -10.4318  C79 1.093
85 H 4.2406 -1.0656 -11.3428  C79 1.092
86 H 5.3483 -0.2794 -8.8862  O80 0.963
87 C 11.9172 5.3786 -13.7870  C88 1.519, H91 1.092, H92 1.091, H93 1.092
88 C 12.9539 6.3887 -14.2477  C87 1.519, C89 1.542, O90 1.433, H94 1.090
89 C 13.8309 5.8866 -15.4125  C88 1.542, H95 1.096, H96 1.090, H97 1.090
90 O 12.3904 7.6231 -14.7096  C88 1.433, H98 0.963
91 H 12.4035 4.4885 -13.3822  C87 1.092
92 H 11.2015 4.9828 -14.5095  C87 1.091
93 H 11.3841 5.8272 -12.9463  C87 1.092
94 H 13.6659 6.5742 -13.4438  C88 1.090
95 H 14.1156 4.8546 -15.1777  C89 1.096
96 H 14.7862 6.4087 -15.4640  C89 1.090
97 H 13.3686 5.8773 -16.3994  C89 1.090
98 H 11.7861 7.3670 -15.4142  O90 0.963
99 C 11.0528 1.5538 -18.0065  C100 1.512, H103 1.093, H104 1.093, H105 1.089
100 C 10.1506 1.9592 -19.1495  C99 1.512, C101 1.550, O102 1.430, H106 1.095
101 C 9.0278 0.9611 -19.5330  C100 1.550, H107 1.092, H108 1.091, H109 1.092
102 O 9.5878 3.2492 -18.8967  C100 1.430, H110 0.962
103 H 11.5827 0.6272 -18.2414  C99 1.093
104 H 10.5392 1.2945 -17.0776  C99 1.093
105 H 11.7792 2.3434 -17.8216  C99 1.089
106 H 10.7818 2.1163 -20.0309  C100 1.095
107 H 8.5534 1.2393 -20.4763  C101 1.092
108 H 8.2549 0.8834 -18.7672  C101 1.091
109 H 9.4188 -0.0383 -19.7368  C101 1.092
110 H 8.7338 3.2642 -19.3388  O102 0.962
111 C 6.2727 1.2885 -15.1510  C112 1.542, H115 1.093, H116 1.089, H117 1.092
112 C 6.4389 2.5254 -16.0561  C111 1.542, C113 1.528, O114 1.443, H118 1.093
113 C 7.8598 3.0703 -16.1895  C112 1.528, H119 1.090, H120 1.088, H121 1.091
114 O 5.9761 2.1536 -17.3711  C112 1.443, H122 0.960
115 H 6.4198 1.5727 -14.1060  C111 1.093
116 H 6.9447 0.4638 -15.3846  C111 1.089
117 H 5.2141 1.0195 -15.1461  C111 1.092
118 H 5.7298 3.2853 -15.7190  C112 1.093
119 H 7.8113 3.9422 -16.8413  C113 1.090
120 H 8.5245 2.3477 -16.6573  C113 1.088
121 H 8.1957 3.3639 -15.1937  C113 1.091
122 H 5.6510 1.2522 -17.3055  O114 0.960


A cluster of 10 separate species, C24H74N6O10 in total. Source: the OMol25 dataset; level of theory: the ωB97M-V functional and the def2-TZVPD basis.

Molar mass   606.89 g/mol
Frontier orbital gap   9.694 eV
Relative energy (zero: lowest compared OMol25 entry of this formula, charge and spin)   134.3 kJ/mol
LUMO   0.5 eV
Charge   0

Each atom is followed by the atoms it is bonded to, with distances in Å.
Geometry (Å):
1 O -1.3990 1.8377 -0.5581  H2 0.972, H3 0.954
2 H -2.0509 1.5466 -1.2178  O1 0.972
3 H -0.9351 2.6171 -0.8529  O1 0.954
4 O 2.3452 1.3710 1.7558  H5 0.951, H6 0.976
5 H 2.5598 0.9265 2.5690  O4 0.951
6 H 1.8505 2.1682 2.0264  O4 0.976
7 O -2.6183 -2.3713 -2.2130  H8 0.988, H9 1.033
8 H -3.4493 -2.5848 -1.7229  O7 0.988
9 H -1.9116 -2.5271 -1.4760  O7 1.033
10 O 0.3426 -0.0599 0.5491  H11 1.012, H12 0.973
11 H -0.4809 0.3873 0.1668  O10 1.012
12 H 0.9436 0.6391 0.8615  O10 0.973
13 C -1.7449 4.2319 -2.8505  C14 1.488, H19 1.138, H20 1.062, H21 1.080
14 C -0.3975 4.3501 -3.4711  C13 1.488, C15 1.536, N18 1.469, H22 1.088
15 C 0.6179 3.4879 -2.7060  C14 1.536, O16 1.491, H23 1.105, H24 1.075
16 O 0.7315 3.9450 -1.2917  C15 1.491, C17 1.423
17 C 1.6736 3.1761 -0.5528  O16 1.423, H25 1.102, H26 1.097, H27 1.109
18 N -0.4586 3.7388 -4.8051  C14 1.469, H28 1.022, H29 1.050
19 H -1.7266 4.4625 -1.7358  C13 1.138
20 H -2.1011 3.2312 -2.8758  C13 1.062
21 H -2.4617 4.8749 -3.3392  C13 1.080
22 H -0.0647 5.3860 -3.4989  C14 1.088
23 H 1.6283 3.5610 -3.1476  C15 1.105
24 H 0.2995 2.4646 -2.6264  C15 1.075
25 H 2.7098 3.5048 -0.7325  C17 1.102
26 H 1.6354 2.0932 -0.7264  C17 1.097
27 H 1.4135 3.4711 0.4836  C17 1.109
28 H -1.2252 4.1094 -5.3712  N18 1.022
29 H 0.4140 3.9577 -5.3456  N18 1.050
30 C -3.0435 0.4727 4.7363  C31 1.521, H36 1.091, H37 1.066, H38 1.130
31 C -2.9155 0.9388 3.2942  C30 1.521, C32 1.521, N35 1.479, H39 1.124
32 C -3.0548 2.4514 3.2106  C31 1.521, O33 1.409, H40 1.093, H41 1.104
33 O -4.3653 2.8785 3.5040  C32 1.409, C34 1.392
34 C -4.4918 4.1524 4.0518  O33 1.392, H42 1.087, H43 1.046, H44 1.072
35 N -1.5164 0.6497 2.9105  C31 1.479, H45 1.013, H46 0.998
36 H -2.3938 1.0762 5.3727  C30 1.091
37 H -2.8090 -0.5535 4.9057  C30 1.066
38 H -4.0156 0.6972 5.2659  C30 1.130
39 H -3.7286 0.4352 2.7035  C31 1.124
40 H -2.7055 2.8125 2.2400  C32 1.093
41 H -2.3603 2.8854 3.9502  C32 1.104
42 H -5.5579 4.2322 4.2477  C34 1.087
43 H -4.3313 4.8981 3.3354  C34 1.046
44 H -3.9061 4.2654 4.9425  C34 1.072
45 H -1.1900 1.2112 2.1327  N35 1.013
46 H -1.3888 -0.3108 2.6708  N35 0.998
47 C 6.4572 -1.1853 2.1846  C48 1.580, H53 1.066, H54 1.060, H55 1.069
48 C 5.0717 -1.8342 1.7899  C47 1.580, C49 1.565, N52 1.479, H56 1.107
49 C 4.5137 -1.2351 0.4561  C48 1.565, O50 1.435, H57 1.109, H58 1.089
50 O 5.3344 -1.5620 -0.6741  C49 1.435, C51 1.458
51 C 4.8895 -0.8620 -1.8734  O50 1.458, H59 1.098, H60 1.063, H61 1.094
52 N 5.2569 -3.2941 1.6438  C48 1.479, H62 1.000, H63 1.014
53 H 6.6211 -1.3157 3.2295  C47 1.066
54 H 6.5843 -0.2039 1.8059  C47 1.060
55 H 7.1332 -1.7353 1.5656  C47 1.069
56 H 4.3380 -1.6685 2.6015  C48 1.107
57 H 4.5765 -0.1380 0.6089  C49 1.109
58 H 3.5149 -1.5771 0.1907  C49 1.089
59 H 5.7581 -0.8538 -2.5444  C51 1.098
60 H 4.5038 0.1039 -1.6543  C51 1.063
61 H 4.0141 -1.3816 -2.2754  C51 1.094
62 H 5.7782 -3.5465 2.4588  N52 1.000
63 H 5.8232 -3.3862 0.8081  N52 1.014
64 C 0.7197 -1.6848 -2.5589  C65 1.527, H70 1.081, H71 1.097, H72 1.086
65 C 0.5150 -2.9892 -1.7918  C64 1.527, C66 1.531, N69 1.466, H73 1.073
66 C 1.8730 -3.5856 -1.4141  C65 1.531, O67 1.439, H74 1.096, H75 1.116
67 O 1.4857 -4.7900 -0.7279  C66 1.439, C68 1.439
68 C 2.6186 -5.6237 -0.4269  O67 1.439, H76 1.128, H77 1.083, H78 1.121
69 N -0.3805 -2.7534 -0.6557  C65 1.466, H79 1.051, H80 1.028
70 H 1.0818 -1.8852 -3.5577  C64 1.081
71 H 1.4586 -1.1279 -1.9689  C64 1.097
72 H -0.1969 -1.1058 -2.6274  C64 1.086
73 H 0.0187 -3.7204 -2.4012  C65 1.073
74 H 2.3697 -2.9242 -0.6957  C66 1.096
75 H 2.4625 -3.7612 -2.3450  C66 1.116
76 H 2.2244 -6.5975 -0.0152  C68 1.128
77 H 3.2983 -5.0969 0.2317  C68 1.083
78 H 3.2516 -5.7993 -1.3348  C68 1.121
79 H -0.0454 -1.9305 -0.0941  N69 1.051
80 H -0.2811 -3.5248 0.0167  N69 1.028
81 C 1.1363 -2.1664 5.3459  C82 1.515, H87 1.098, H88 1.083, H89 1.093
82 C 1.7479 -1.8161 4.0049  C81 1.515, C83 1.580, N86 1.430, H90 1.085
83 C 0.7491 -2.1973 2.8416  C82 1.580, O84 1.400, H91 1.085, H92 1.098
84 O 0.3594 -3.5416 2.8494  C83 1.400, C85 1.393
85 C 1.3883 -4.4024 2.4739  O84 1.393, H93 1.078, H94 1.105, H95 1.095
86 N 2.0856 -0.4322 3.8854  C82 1.430, H96 0.975, H97 0.986
87 H 1.8873 -2.3019 6.1356  C81 1.098
88 H 0.7296 -3.1688 5.3008  C81 1.083
89 H 0.3263 -1.4548 5.5274  C81 1.093
90 H 2.6361 -2.3817 3.7431  C82 1.085
91 H 1.2258 -1.8553 1.9295  C83 1.085
92 H -0.1554 -1.6084 3.0415  C83 1.098
93 H 0.9492 -5.1471 1.8293  C85 1.078
94 H 1.8934 -4.8813 3.3325  C85 1.105
95 H 2.2020 -3.9052 1.9347  C85 1.095
96 H 1.2833 0.0446 4.1687  N86 0.975
97 H 2.7770 -0.2430 4.5627  N86 0.986
98 C -5.2264 0.1844 -2.9645  C99 1.476, H104 1.102, H105 1.103, H106 1.087
99 C -4.0620 0.5416 -3.7989  C98 1.476, C100 1.566, N103 1.483, H107 1.092
100 C -4.1824 1.9627 -4.4452  C99 1.566, O101 1.385, H108 1.101, H109 1.096
101 O -5.2209 1.9576 -5.3621  C100 1.385, C102 1.419
102 C -5.8049 3.2091 -5.6878  O101 1.419, H110 1.081, H111 1.086, H112 1.104
103 N -2.9065 0.6711 -2.8784  C99 1.483, H113 1.046, H114 1.036
104 H -5.0117 -0.6056 -2.2268  C98 1.102
105 H -6.1308 -0.1264 -3.5145  C98 1.103
106 H -5.6101 1.0135 -2.3750  C98 1.087
107 H -3.8300 -0.2765 -4.4848  C99 1.092
108 H -3.2505 2.3175 -4.9123  C100 1.101
109 H -4.3702 2.6923 -3.6491  C100 1.096
110 H -5.0403 3.8625 -6.0833  C102 1.081
111 H -6.2757 3.6281 -4.8038  C102 1.086
112 H -6.5994 3.0242 -6.4322  C102 1.104
113 H -2.5563 -0.2500 -2.5268  N103 1.046
114 H -2.1517 1.0394 -3.4854  N103 1.036